[1]
Here is H10LiO5 as an isolated structure from the OMol25 dataset. Energies are from the ωB97M-V functional and the def2-TZVPD basis.

Its orbital gap is 11.948 eV. The calculation puts the total energy at -389.606230 a.u. Its relative energy (zero: lowest compared OMol25 entry of this formula, charge and spin) is 0.274 eV. The net charge is +1. The LUMO energy comes out at -3.36 eV.

Positions of all 16 atoms, in Å:
H  1.293  0.764  -2.729
H  -1.556  -0.242  2.513
H  -2.375  -0.434  -1.115
O  1.188  -1.636  0.637
H  1.980  1.570  -1.648
Li  -0.128  -0.144  0.181
H  1.617  -1.183  1.363
H  -1.312  -0.777  -2.137
H  -1.333  -1.525  1.740
H  0.854  2.001  0.941
O  -1.617  -0.617  1.634
H  -0.494  2.552  0.527
O  1.566  0.723  -1.813
O  -1.427  -0.441  -1.248
O  -0.044  1.735  0.745
H  1.789  -2.345  0.408

Mulliken atomic charge list, values in e, 6 entries: number 1, H, carries 0.308; number 2, H, carries 0.320; number 3, H, carries 0.276; number 4, O, carries -0.601; number 5, H, carries 0.310; number 6, Li, carries 0.922


[2]
Here is a 3-piece molecular cluster, C28H51ClIN2O6P overall at a distorted geometry from the OMol25 dataset. Energies are from the ωB97M-V functional and the def2-TZVPD basis.

Its orbital gap (spin up / spin down) is 8.420 / 8.727 eV. The calculation puts the total energy at -2757.309617 a.u. The net charge is 0. The spin multiplicity is 3. The LUMO energy (spin up / spin down) comes out at -0.43 / -0.43 eV.

Positions of all 90 atoms, in Å:
H  -5.014  -0.476  0.669
C  -5.368  1.340  -2.286
C  5.075  0.316  -1.399
C  -2.054  -5.297  2.403
H  -3.218  1.422  0.488
C  -3.564  0.776  -3.946
H  -3.530  -2.741  1.491
H  -2.610  -6.160  2.011
Cl  0.126  3.483  1.221
I  7.122  5.215  -1.971
H  -4.129  -0.056  -4.389
C  3.832  3.126  -1.435
H  -1.392  -5.675  3.193
C  -4.549  1.839  -3.467
H  -0.078  -0.334  3.017
H  4.459  2.842  -2.411
H  -1.288  -6.545  0.235
H  3.893  0.341  -1.566
C  5.544  1.309  -0.139
H  1.021  -1.074  1.875
H  -6.077  0.591  -2.666
H  6.077  -0.653  0.894
H  5.879  1.976  2.845
O  0.766  -3.427  0.978
P  2.209  3.999  1.416
H  -2.287  -1.747  -3.734
H  7.501  1.214  2.245
C  -0.551  -5.794  0.542
H  5.311  -0.826  -1.140
H  4.457  0.038  1.565
H  -4.025  2.763  -3.204
H  5.080  4.077  1.725
C  5.584  3.756  0.718
C  -1.641  1.366  -2.414
H  6.651  3.291  0.983
H  0.935  -1.687  3.539
H  -0.870  1.489  -3.186
H  -4.682  2.389  0.294
H  1.498  4.238  3.523
H  -1.767  -1.423  4.086
H  -1.048  -1.361  0.353
C  -2.203  -3.923  0.262
C  5.885  5.109  -0.157
C  -1.730  -0.875  -3.373
H  -5.223  2.102  -4.293
H  3.660  4.275  -1.616
O  1.299  2.846  -2.333
C  4.591  2.665  -0.018
C  2.248  2.590  -1.418
C  -2.652  0.254  -2.805
H  0.178  -6.294  1.190
H  -1.152  -0.513  -4.231
C  0.340  -1.298  2.704
H  -6.225  0.755  0.291
O  5.342  6.258  0.291
O  2.436  4.208  3.137
H  -2.129  -0.726  1.578
H  6.358  0.248  3.434
C  -1.673  -1.653  1.208
H  6.678  1.575  -0.365
H  -2.088  2.354  -2.307
C  6.361  0.957  2.482
H  -1.670  -3.753  -0.684
C  -5.539  0.024  -0.154
N  -3.438  -0.192  -1.606
O  -4.031  -1.428  -1.927
C  -0.798  -2.298  2.314
H  -1.016  -1.216  -2.615
H  -1.124  -3.040  4.359
H  5.666  0.538  -2.394
H  -2.809  -4.661  2.863
H  -1.121  1.118  -1.482
C  3.174  2.447  0.844
H  -2.955  1.192  -4.759
C  -4.530  0.723  -1.133
H  -5.978  2.168  -1.906
C  -1.629  -2.408  3.621
H  -6.170  -0.715  -0.659
H  -3.376  2.599  -0.828
H  -2.639  -2.790  3.473
H  3.225  1.816  1.833
N  -0.268  -3.644  1.908
H  -3.299  -2.112  -0.125
C  5.530  0.363  1.200
O  2.212  1.855  -0.143
C  -3.907  1.840  -0.258
H  -0.039  -5.480  -0.374
H  -3.034  -4.599  0.023
C  -1.245  -4.596  1.283
C  -2.775  -2.587  0.714

Mulliken atomic charge list, values in e, 6 entries: number 1, H, carries 0.331; number 2, C, carries -1.310; number 3, C, carries -1.029; number 4, C, carries -1.789; number 5, H, carries 0.052; number 6, C, carries -1.319


[3]
Here is one molecule with the formula C17H27N5O3 from the OMol25 dataset. Energies are from the ωB97M-V functional and the def2-TZVPD basis.

Its orbital gap is 9.937 eV. The calculation puts the total energy at -1163.425385 a.u. The structure (SMILES) is CCCCn1cc([C@]2(C)COCCN2C(=O)[C@@H]2ON=C(C)[C@H]2C)nn1. Its relative energy (zero: lowest compared OMol25 entry of this formula, charge and spin) is 3.427 eV. The net charge is 0. The LUMO energy comes out at 0.70 eV.

Positions of all 52 atoms, in Å:
C  0.314  -0.191  -0.667
H  3.670  -2.417  -0.764
C  -2.977  -1.501  1.857
C  -0.132  -1.229  0.108
H  -3.597  -3.385  2.687
C  3.205  -1.362  -2.564
C  -4.025  -2.393  2.507
H  -5.006  -0.838  3.654
N  -1.470  -1.239  -0.083
C  3.509  -3.337  3.412
H  5.583  -0.562  3.055
H  1.232  2.428  -0.816
H  3.440  -3.315  5.539
C  1.708  0.360  -0.833
O  2.639  0.177  1.851
N  -1.834  -0.265  -0.915
H  6.074  -2.260  2.931
H  -3.734  -1.683  4.534
H  3.225  -4.922  4.805
N  -0.763  0.372  -1.274
H  4.555  -2.147  1.002
H  2.840  2.083  -0.140
C  2.869  -1.802  -1.159
H  -3.395  -0.510  1.660
C  -4.546  -1.815  3.816
O  2.162  -0.573  -3.092
H  3.252  -1.234  3.544
H  -2.024  -3.066  0.702
H  1.969  -2.420  -1.194
H  1.392  1.762  0.817
H  4.147  -0.795  -2.572
H  -2.131  -1.361  2.537
H  -4.857  -2.539  1.812
N  2.849  -3.931  2.506
C  -2.472  -2.083  0.546
C  3.759  -3.978  4.732
O  2.747  -3.090  1.378
H  3.311  -2.234  -3.209
H  -5.293  -2.465  4.272
C  3.931  -1.938  3.053
N  2.658  -0.642  -0.280
H  2.953  1.185  -2.372
H  0.373  -1.946  0.735
C  5.366  -1.573  3.400
H  5.529  -1.598  4.478
C  1.804  1.746  -0.184
H  -3.284  -2.187  -0.173
C  2.026  0.596  -2.320
C  2.916  -0.703  1.057
C  3.630  -1.966  1.565
H  1.205  1.167  -2.746
H  4.827  -4.164  4.868

Mulliken atomic charge list, values in e, 6 entries: number 1, C, carries -0.455; number 2, H, carries 0.640; number 3, C, carries -0.277; number 4, C, carries -0.114; number 5, H, carries 0.319; number 6, C, carries -0.791


[4]
Here is C26H40CaCl2N2O10SSi as an isolated structure at a distorted geometry from the OMol25 dataset. Energies are from the ωB97M-V functional and the def2-TZVPD basis.

Its orbital gap is 2.899 eV. The calculation puts the total energy at -4161.595987 a.u. The net charge is +2. The LUMO energy comes out at -10.43 eV.

Positions of all 83 atoms, in Å:
H  -2.052  4.053  -1.402
H  -0.830  -3.777  1.050
H  -1.161  0.676  -4.028
O  0.315  3.185  0.817
C  -3.843  -3.297  2.436
H  -5.836  -2.539  2.845
Cl  -4.045  2.157  -3.704
H  -5.254  1.116  2.441
O  2.874  0.662  -1.272
H  -1.298  -3.475  4.011
O  -1.910  4.156  -3.970
H  3.055  -0.710  2.516
H  -2.981  0.437  1.589
H  5.229  -0.761  -4.092
C  -0.895  1.736  -3.905
C  -4.805  -2.265  2.536
H  4.831  0.811  -0.635
S  -2.248  2.836  -4.433
H  2.300  1.579  -4.037
H  3.930  -0.511  0.085
H  -0.574  0.204  2.599
C  -2.053  -5.458  1.834
H  3.319  -2.721  -1.954
H  1.312  0.070  -4.235
H  0.493  1.419  -2.227
O  2.053  2.343  2.657
Ca  -7.558  -2.956  3.512
C  3.032  4.570  -0.318
H  5.638  -0.917  -2.364
C  3.596  1.482  0.978
H  2.636  -2.456  -3.549
C  1.671  2.970  0.445
O  -2.297  2.790  -5.867
H  -0.360  -4.982  3.598
H  -1.023  1.266  -0.625
C  -1.387  2.005  -1.360
H  0.260  -3.385  3.198
C  3.835  0.549  -0.231
C  -0.658  -3.977  3.272
C  5.057  -0.330  -3.094
H  4.111  2.429  0.758
H  5.481  0.687  -3.110
H  -2.369  3.206  0.138
H  4.163  1.049  1.824
O  1.163  0.789  1.111
C  -1.461  -4.026  1.911
H  2.873  0.242  -5.031
H  0.107  3.099  -2.594
H  -2.651  -5.627  2.746
H  2.797  1.944  3.131
C  2.626  -2.072  -2.511
O  -1.009  -1.284  1.255
H  1.586  -2.153  -2.164
O  2.137  -0.589  2.797
C  -1.626  3.361  -0.658
C  2.324  0.480  -4.104
H  -2.663  -5.633  0.939
C  -2.570  -2.953  2.028
C  -0.356  4.007  -0.099
C  -0.326  2.092  -2.522
H  0.272  4.337  -0.937
C  2.124  1.785  1.362
H  -6.174  -0.180  3.348
H  -4.155  -4.314  2.669
C  -3.210  -0.604  1.829
C  -5.616  0.085  2.425
C  -4.480  -0.942  2.245
N  3.736  4.701  -1.218
Si  3.236  -0.290  -2.626
H  -6.306  -0.061  1.578
O  2.375  4.182  0.752
C  -2.235  -1.609  1.698
C  -0.153  -0.772  2.291
H  1.661  2.702  -0.619
N  1.541  -1.460  0.646
H  -0.117  -1.384  3.200
Cl  -0.881  5.521  0.765
H  -1.227  -6.179  1.897
H  -2.302  1.584  -1.796
H  -0.106  1.926  -4.651
C  1.275  -0.448  1.725
C  1.802  -2.579  1.075
O  2.238  -3.608  1.380

Mulliken atomic charge list, values in e, 6 entries: number 1, H, carries 0.340; number 2, H, carries 0.430; number 3, H, carries 0.512; number 4, O, carries -0.375; number 5, C, carries 0.267; number 6, H, carries -1.358


[5]
Here is C25H42Ge2N5O15P2S2V as an isolated structure at a distorted geometry from the OMol25 dataset. Energies are from the ωB97M-V functional and the def2-TZVPD basis.

Its orbital gap (spin up / spin down) is 7.005 / 7.465 eV. The calculation puts the total energy at -8957.291529 a.u. The net charge is -1. The spin multiplicity is 4. The LUMO energy (spin up / spin down) comes out at 2.42 / 2.14 eV.

Positions of all 94 atoms, in Å:
C  2.460  -3.488  -1.318
C  2.403  -4.456  1.947
H  -2.124  -5.694  0.180
C  4.177  -4.565  -2.659
C  -1.299  -3.714  0.324
O  -3.089  1.153  -2.092
H  0.089  5.246  -2.863
O  -1.874  1.962  3.628
H  4.061  -6.706  -2.849
H  1.253  -0.197  -5.169
P  0.153  4.744  0.160
S  -2.939  0.236  -0.975
H  -1.882  5.963  0.470
H  -3.061  2.923  -3.257
N  -1.200  -1.377  3.749
C  3.985  1.956  -2.226
N  0.048  -1.019  3.403
C  -0.642  5.864  -2.342
H  -5.573  0.238  -0.755
C  1.580  -0.288  -4.129
C  -4.459  1.565  2.662
C  0.864  0.732  -3.244
H  -0.570  0.059  5.603
H  2.994  -1.016  -1.874
C  0.710  -0.130  4.105
H  -2.744  3.509  0.316
H  5.059  -4.477  -3.282
O  -0.722  1.280  1.644
P  -1.910  3.524  -1.652
H  0.503  -3.885  2.814
C  2.498  -5.903  -1.613
C  -1.141  -5.218  0.129
H  -0.208  0.523  -3.254
H  -0.722  -5.456  -0.848
H  1.728  -2.639  2.839
O  -1.516  0.110  -0.534
C  3.609  -3.423  -2.119
O  1.517  5.227  -0.591
C  -3.501  1.307  1.683
V  -0.577  1.689  -0.141
H  2.664  -0.148  -4.108
N  0.361  0.346  5.329
C  -5.807  1.386  2.413
C  2.993  1.931  -1.062
O  -3.517  -1.040  -1.295
H  -1.885  -3.522  1.225
Ge  1.349  0.775  -1.279
H  4.067  -2.466  -2.326
O  -0.796  2.513  -1.840
H  1.820  6.020  -0.130
H  -6.527  1.602  3.191
H  3.142  -4.070  1.245
H  3.489  2.280  -3.143
H  4.804  2.652  -2.018
H  -4.112  1.910  3.624
H  -1.474  6.087  -3.009
C  1.766  -2.280  -0.788
H  3.493  1.608  -0.145
O  -2.171  5.879  -0.458
Ge  0.277  -2.450  0.678
H  1.363  -1.302  -3.791
O  -0.093  5.646  1.310
N  1.899  0.278  3.604
H  0.527  1.331  5.477
C  -1.174  5.120  -1.125
H  2.057  -6.870  -1.401
H  2.923  -4.695  2.880
H  1.060  -4.820  -0.453
H  -0.516  -5.669  0.904
H  4.420  0.970  -2.406
H  2.614  2.939  -0.893
H  2.007  -5.384  1.535
C  2.133  -1.059  -1.201
O  -1.962  -1.615  2.824
C  -5.277  0.640  0.204
C  -3.919  0.832  0.430
O  -2.660  3.784  -3.024
H  2.365  1.020  4.098
H  -7.271  0.795  0.961
C  -6.219  0.936  1.170
H  0.994  1.741  -3.644
O  -3.052  3.275  -0.616
O  -1.529  -1.508  4.931
C  1.305  -3.431  2.222
C  3.623  -5.815  -2.416
H  -0.167  6.793  -2.033
N  2.264  0.244  2.248
O  0.383  3.259  0.384
S  -1.901  2.002  2.191
H  -1.856  -3.279  -0.503
C  1.933  -4.756  -1.079
H  2.220  -0.722  1.940
H  1.636  0.775  1.615
O  -2.008  3.372  1.682

Mulliken atomic charge list, values in e, 6 entries: number 1, C, carries 0.425; number 2, C, carries -1.269; number 3, H, carries 0.402; number 4, C, carries -0.731; number 5, C, carries -0.570; number 6, O, carries -0.756


[6]
Here is C29H27CsN5O4S2 as an isolated structure at a distorted geometry from the OMol25 dataset. Energies are from the ωB97M-V functional and the def2-TZVPD basis.

Its orbital gap is 5.784 eV. The calculation puts the total energy at -2512.559140 a.u. Its relative energy (zero: lowest compared OMol25 entry of this formula, charge and spin) is 0.446 eV. The net charge is -1. The LUMO energy comes out at 1.99 eV.

Positions of all 68 atoms, in Å:
H  -2.754  -0.832  -2.964
C  4.746  0.834  2.979
H  -0.547  -3.428  -0.820
H  5.706  1.687  -1.993
H  -8.554  1.429  1.346
H  -3.219  1.389  -3.555
C  2.822  -1.779  -0.789
C  -2.451  1.399  -4.329
C  5.420  1.659  3.866
C  2.653  1.687  3.776
H  -8.388  -0.724  2.570
H  2.389  -2.634  -1.304
H  0.907  -4.131  1.060
C  1.957  0.094  -5.658
N  -1.602  -2.045  0.271
C  -6.427  1.648  1.162
H  -1.761  -1.533  -4.301
C  -1.020  -1.824  2.587
S  -0.983  0.619  -3.677
C  3.326  2.515  4.667
H  -3.832  -1.562  2.783
H  -6.169  -1.703  3.044
C  -5.093  -0.084  2.152
H  -1.133  -1.482  -2.636
H  5.240  3.147  5.409
O  2.124  1.115  -4.690
C  -1.751  -0.970  -3.367
H  6.503  1.646  3.895
C  0.125  -3.404  1.223
C  -7.493  -0.203  2.255
H  -6.486  2.575  0.606
H  -2.782  0.866  -5.221
C  -2.761  -0.371  1.555
C  -0.052  -2.805  2.455
C  4.814  1.114  -2.211
H  1.490  -0.787  -5.215
H  2.765  3.170  5.324
O  -0.794  1.250  -2.325
N  3.329  -0.796  1.225
H  2.925  -0.181  -6.094
H  1.317  0.498  -6.443
C  -5.180  1.128  1.474
H  -1.148  -1.282  3.515
O  1.294  -0.947  -2.950
C  2.566  -0.064  1.999
S  -3.698  1.969  1.040
N  -3.820  -0.617  2.431
O  1.297  0.022  2.039
H  0.593  -3.053  3.286
N  2.744  -1.825  0.489
C  2.879  0.711  -3.599
H  5.004  -0.178  -0.512
C  3.272  -0.669  -1.659
C  2.424  -0.361  -2.764
C  -1.753  -1.473  1.467
H  1.573  1.677  3.718
C  4.425  0.074  -1.390
H  -2.184  2.423  -4.585
C  -0.677  -2.997  0.167
C  4.712  2.503  4.715
C  4.025  1.419  -3.323
C  3.355  0.838  2.927
Cs  0.651  0.304  -0.398
C  -6.248  -0.754  2.527
H  5.280  0.168  2.314
N  -2.593  0.686  0.876
H  4.287  2.234  -3.990
C  -7.587  1.000  1.571

Mulliken atomic charge list, values in e, 6 entries: number 1, H, carries 0.409; number 2, C, carries -0.198; number 3, H, carries 0.350; number 4, H, carries 0.345; number 5, H, carries 0.362; number 6, H, carries 0.335


net charge of number 1 (H10LiO5)? +1